1.
30
Properties=species:S:1:pos:R:3 method="wB97M-V/def2-TZVPD" s2=8.812 charge=-1 lumo_energy_ev="3.23 / 3.12" max_force_ha_per_bohr=0.056 homo_ev="-0.464 / -1.616" orbital_gap_ha="0.1359 / 0.1741" spin_multiplicity=6 e_tot_ev=-52275.446
Mn -0.008 0.231 -0.944
P 0.287 2.775 -0.238
O -0.131 -0.195 1.160
C -0.084 -0.928 -3.779
C 0.278 0.423 -3.685
C 0.189 -1.545 -1.391
C -0.171 0.753 2.269
C 1.174 -2.194 1.715
C -1.586 1.192 2.549
C 0.591 1.091 -2.527
C -0.204 -1.579 1.637
C -0.138 -1.825 -2.705
H -0.301 -1.321 -4.774
H -0.439 -2.848 -2.978
H -0.686 -1.567 2.625
H 0.280 0.275 3.148
H -2.029 1.741 1.712
H -0.858 -2.113 0.943
H 0.502 3.770 -1.235
H 1.823 -1.615 2.376
H -0.800 3.390 0.466
H 0.466 1.599 1.983
H -1.595 1.844 3.424
H 1.655 -2.262 0.736
H 1.086 -3.203 2.120
H -2.222 0.330 2.766
H 0.936 2.131 -2.647
H 0.316 0.960 -4.641
H 1.398 3.084 0.617
H 0.271 -2.397 -0.702

---

2.
29
Properties=species:S:1:pos:R:3 method="wB97M-V/def2-TZVPD" lumo_energy_ev=0.82 de_lowest_ev=3.198 max_force_ha_per_bohr=0.096 homo_ev=-8.595 orbital_gap_ha=0.3462 smiles=CN(C(C)(C)C)C(C)(C)C#N e_tot_ev=-12602.091
N 0.388 2.811 -1.577
N -0.490 -0.402 -0.323
C 0.533 1.718 -1.248
C -0.498 1.048 1.627
C 0.820 0.370 -1.191
C -1.786 -0.018 -0.900
C 0.789 -1.009 1.750
C 0.777 -0.236 -2.597
C 2.229 0.310 -0.597
C -1.800 -1.122 1.646
C -0.492 -0.370 1.156
H 0.581 -1.867 2.380
H -2.492 -0.751 -0.456
H -2.553 -0.380 1.705
H 0.348 -1.244 -2.638
H -1.615 -1.499 2.636
H -2.027 0.985 -0.785
H -1.111 1.180 2.516
H 2.484 0.931 0.193
H 0.327 0.413 -3.404
H 1.513 -1.454 0.981
H -2.174 -1.861 1.035
H 0.491 1.507 1.686
H 1.300 -0.296 2.300
H 2.758 0.813 -1.407
H 1.846 -0.368 -2.918
H -0.992 1.545 0.821
H -1.664 -0.068 -2.068
H 2.508 -0.686 -0.322

---

3.
32
Properties=species:S:1:pos:R:3 method="wB97M-V/def2-TZVPD" lumo_energy_ev=-1.96 de_lowest_ev=12.457 max_force_ha_per_bohr=0.116 homo_ev=-3.855 orbital_gap_ha=0.0698 e_tot_ev=-18736.560
O 1.170 0.068 0.162
O 3.633 3.390 -1.022
O -1.892 0.356 1.096
N -4.390 -1.168 -1.147
N -2.886 -0.248 0.432
C -3.895 -0.968 1.191
C -4.876 -1.598 0.179
C 4.420 2.004 0.666
C 3.623 2.110 -0.651
C 1.569 -1.285 -0.195
C 0.772 -2.296 0.792
C -1.103 1.231 0.237
C -3.194 -0.350 -0.968
C 0.020 0.438 -0.634
H -2.578 0.098 -1.828
H -0.467 -0.504 -1.066
H 4.437 0.959 1.011
H 0.598 -1.710 1.772
H -0.211 -2.591 0.283
H 3.969 2.604 1.464
H 1.435 -3.197 1.032
H -3.894 -1.011 2.329
H -4.845 -1.444 -2.038
H 5.460 2.322 0.539
H 2.648 1.636 -0.435
H -0.492 1.912 0.949
H -5.766 -2.253 0.445
H 2.707 -1.433 -0.035
H 0.276 1.142 -1.512
H 4.085 1.361 -1.331
H -1.730 1.955 -0.404
H 1.398 -1.530 -1.314

---

4.
35
Properties=species:S:1:pos:R:3 method="wB97M-V/def2-TZVPD" charge=+1 lumo_energy_ev=-4.08 max_force_ha_per_bohr=0.012 homo_ev=-12.421 orbital_gap_ha=0.3066 smiles="CCOCCn1c(CC(=O)N(C)C)nn[n+]1O" e_tot_ev=-23206.824
O 0.239 -1.692 -0.252
O -1.862 2.686 -0.788
O 3.909 2.089 -0.418
N 1.747 1.347 0.216
N 2.644 2.316 -0.050
N 2.129 3.488 0.058
N 0.875 3.331 0.398
N -2.170 0.386 -0.837
C 0.630 2.019 0.492
C 0.493 -2.800 1.917
C 2.044 -0.094 0.164
C -3.198 -0.170 0.055
C 0.804 -2.828 0.421
C -0.674 1.410 0.836
C 1.159 -0.844 -0.864
C -2.527 0.413 -2.266
C -1.650 1.587 -0.358
H 0.581 -0.114 -1.436
H -1.790 -0.155 -2.836
H 1.884 -2.858 0.244
H 1.806 -1.386 -1.562
H -2.574 1.432 -2.646
H 1.371 -2.549 2.516
H -3.506 -0.039 -2.421
H 0.097 -3.752 2.266
H 4.418 1.888 0.388
H 3.096 -0.170 -0.105
H -0.554 0.354 1.079
H 0.388 -3.722 -0.047
H -3.624 -1.054 -0.411
H -0.269 -2.041 2.105
H -2.755 -0.479 1.006
H -3.996 0.550 0.260
H 1.895 -0.490 1.169
H -1.061 1.942 1.708